Entry from the Open Molecules 2025 dataset: the molecule C2H7NO2S2 at a distorted geometry (ωB97M-V/def2-TZVPD).

For the LUMO energy, the calculation gives 0.0169 Ha. The value obtained for the HOMO energy is -8.76 eV. Its frontier orbital gap is 9.220 eV. Its calculated total energy is -1081.92435 a.u. The calculation puts the maximum force at 5.77 eV/Å. As for the energy above the lowest of the compared OMol25 structures with the same formula, charge and spin: 295.9 kJ/mol.

Bonds (Å) are listed after each position.
Geometry (Å):
1 C 0.68 -1.26 0.55  C2 1.518, S6 1.854, H8 1.027, H9 1.014
2 C -0.61 -0.58 0.12  C1 1.518, O5 1.308, S7 1.983, H10 1.066
3 N 0.97 1.55 1.05  S7 1.774, H11 1.030, H12 1.054
4 O -1.56 1.34 1.65  S7 1.469
5 O -1.73 -1.08 0.57  C2 1.308, H13 1.057
6 S 1.92 -0.87 -0.78  C1 1.854, H14 1.372
7 S -0.69 1.37 0.47  C2 1.983, N3 1.774, O4 1.469
8 H 0.68 -2.28 0.46  C1 1.027
9 H 1.07 -1.03 1.46  C1 1.014
10 H -0.61 -0.76 -0.94  C2 1.066
11 H 1.22 2.03 1.93  N3 1.030
12 H 1.69 1.90 0.37  N3 1.054
13 H -1.80 -1.08 1.62  O5 1.057
14 H 2.26 0.35 -0.27  S6 1.372